# C47H108O25

12 unconnected molecules or ions with the total composition C47H108O25 at a distorted geometry (ωB97M-V with the def2-TZVPD basis set, the Open Molecules 2025 dataset).

Output
Highest occupied orbital energy = -0.3406 Ha
Frontier orbital gap = 0.3612 Eh
Max |F| = 0.0683 hartree/bohr
Structure (SMILES) = COC(=O)OC.O=C1CCCO1.O=C1CCCO1.COCCOC.COCCOC.COCCOC.COCCOC.COCCOC.COCCOC.COCCOC.COCCOC.COCCOC

Geometry as ORCA input:
```
! RIJCOSX wB97M-V def2-TZVPD def2/J DEFGRID3
* xyz 0 1
C 1.26349 -2.64484 -1.52930
O 0.51365 -2.27079 -0.35263
C -0.10574 -1.12655 -0.38700
O -0.12930 -0.26575 -1.27735
O -0.67043 -0.95642 0.81810
C -1.45282 0.25170 0.99710
H 1.64738 -1.74545 -2.10298
H 0.54120 -3.10263 -2.17979
H 2.06510 -3.30617 -1.18510
H -2.11867 0.15978 1.83389
H -1.95522 0.52461 0.06838
H -0.86062 1.11872 1.25813
C -1.68270 0.35403 -7.24161
O -0.58982 0.53895 -6.38171
C -0.71678 -0.10654 -5.11150
C 0.58700 0.05400 -4.27301
O 1.50673 -1.05889 -4.52003
C 2.40462 -0.87314 -5.56744
H -2.18432 -0.61523 -7.10184
H -1.37334 0.60509 -8.27450
H -2.46320 1.11766 -7.00410
H -1.00027 -1.14733 -5.36290
H -1.60335 0.33556 -4.52003
H 0.44089 0.06370 -3.24077
H 1.15492 0.97500 -4.51055
H 1.89693 -0.79914 -6.55101
H 3.08502 -1.74513 -5.57582
H 2.97224 0.01508 -5.48651
C 1.60188 -1.02173 3.10487
O 0.33251 -0.71888 3.46044
C -0.39024 -1.86008 3.81900
C -1.51815 -1.38075 4.74389
O -0.84481 -1.18684 5.97065
C -1.66432 -0.51656 6.86437
H 1.64711 -1.71302 2.27126
H 2.18436 -1.44922 3.90554
H 2.18546 -0.08521 2.81110
H 0.19337 -2.49321 4.47061
H -0.67139 -2.40363 2.92595
H -2.25057 -2.14360 4.80435
H -2.00489 -0.49307 4.29498
H -2.56737 -1.04603 7.05286
H -1.82647 0.54379 6.62366
H -1.09665 -0.48392 7.78716
C 1.31084 2.65098 3.25667
O 1.37028 4.09121 2.98807
C 2.24389 4.72646 3.89343
C 2.32086 6.17382 3.71479
O 3.04263 6.57238 2.57014
C 3.02361 8.00650 2.50616
H 0.39713 2.36953 2.68849
H 1.14133 2.31169 4.30774
H 2.25777 2.16611 2.90291
H 3.22283 4.35176 3.65739
H 1.93295 4.53800 4.91707
H 2.73854 6.60120 4.60143
H 1.28120 6.57698 3.72491
H 1.94018 8.34803 2.53546
H 3.44593 8.33812 1.57762
H 3.56655 8.42246 3.36047
C 4.53796 -2.52592 1.80069
O 5.09133 -1.58923 2.65506
C 5.24444 -0.38764 2.00604
C 5.46065 0.74771 2.97429
O 4.30611 1.09314 3.73933
C 4.22567 0.62740 5.06941
H 5.05727 -2.57806 0.82230
H 3.39505 -2.38780 1.67730
H 4.64020 -3.53413 2.16461
H 4.44470 -0.11094 1.33805
H 6.14808 -0.44794 1.33705
H 5.65207 1.57198 2.33074
H 6.21971 0.62306 3.74166
H 3.35201 1.04331 5.54424
H 5.04648 0.93056 5.67287
H 4.21999 -0.45769 5.16486
C 4.96111 -0.60874 -2.23753
O 5.22806 -1.97165 -1.80890
C 4.57921 -2.95921 -2.62288
C 5.54074 -4.04462 -3.01676
O 6.53402 -3.70010 -3.94092
C 6.17705 -3.73085 -5.30026
H 5.38934 0.06207 -1.48890
H 3.86836 -0.37520 -2.27124
H 5.33655 -0.47177 -3.29894
H 4.08736 -2.43968 -3.45316
H 3.80030 -3.46387 -2.01562
H 5.03635 -4.84282 -3.43790
H 6.09292 -4.37238 -2.14244
H 5.88846 -4.70228 -5.52588
H 6.96071 -3.46385 -5.94471
H 5.27158 -3.11570 -5.52489
C -5.93528 5.29109 -2.56209
O -4.72916 4.56231 -2.41856
C -3.68682 5.46390 -2.69390
C -2.42431 4.68181 -2.86653
O -2.01052 4.12899 -1.63750
C -1.12386 3.06422 -1.80870
H -6.75838 4.82221 -2.02559
H -6.19492 5.35161 -3.59906
H -5.86576 6.26737 -2.12940
H -3.66688 6.23382 -1.88794
H -3.94183 5.87964 -3.69648
H -1.58818 5.31642 -3.21495
H -2.65944 3.81892 -3.56542
H -0.66818 2.90641 -0.84352
H -0.31683 3.31072 -2.47212
H -1.64887 2.12321 -2.15584
C -3.95012 -7.94240 0.69069
O -3.13035 -6.88804 0.21246
C -3.86014 -6.02903 -0.71852
C -2.71828 -5.33345 -1.54113
O -3.22362 -4.06853 -1.97843
C -2.65934 -3.57514 -3.15311
H -3.98427 -7.86688 1.77683
H -3.46816 -8.91718 0.40305
H -4.97948 -7.97006 0.31088
H -4.51620 -5.25707 -0.25220
H -4.44846 -6.66704 -1.41357
H -2.41991 -5.99181 -2.34196
H -2.01599 -5.20810 -0.79832
H -3.13155 -2.59754 -3.27166
H -2.72367 -4.35514 -3.92649
H -1.55495 -3.38159 -3.19269
C -4.19573 -1.49023 1.22291
O -4.66477 -0.57364 2.11498
C -5.85669 -0.02436 1.75924
C -6.43635 0.77299 2.93556
O -5.68085 1.95225 3.11789
C -6.38541 2.72581 4.09407
H -3.95054 -1.11136 0.27399
H -5.01341 -2.19673 1.08756
H -3.29060 -1.93623 1.68765
H -6.64255 -0.81559 1.58124
H -5.77615 0.60875 0.84668
H -6.49801 0.16093 3.82649
H -7.41035 1.05789 2.61933
H -7.48563 2.79353 3.91892
H -5.93268 3.73127 4.10653
H -6.11383 2.39660 5.07740
C 3.02543 3.82647 -3.28512
O 2.68294 3.70434 -1.97755
C 3.64428 4.36837 -1.18889
C 3.53348 3.86228 0.19388
O 3.71310 2.45925 0.15146
C 2.51493 1.69464 -0.07426
H 4.12500 3.57659 -3.47020
H 2.69257 4.83104 -3.65389
H 2.45565 3.14311 -3.94744
H 3.42248 5.44954 -1.28723
H 4.62529 4.19557 -1.60563
H 2.59582 4.17864 0.68536
H 4.24022 4.27524 0.80534
H 2.79618 0.65848 -0.09837
H 1.92743 1.96345 -0.95300
H 1.85328 1.82233 0.84465
O 1.26488 -7.08704 -2.30439
C 0.91179 -6.97387 -1.18135
O 1.40187 -5.95946 -0.46635
C 0.91995 -5.98622 0.88530
C 0.58012 -7.45927 1.11066
C 0.20954 -7.91955 -0.29238
H 0.05087 -5.31889 0.95610
H 1.79071 -5.75969 1.42995
H -0.09646 -7.56770 1.92333
H 1.52525 -7.92235 1.45910
H -0.87714 -7.81644 -0.58943
H 0.37421 -8.98745 -0.46125
O -6.73546 3.00852 -0.26090
C -5.62846 3.32107 0.11704
O -5.46478 4.42912 0.91210
C -4.07255 4.48602 1.25081
C -3.55479 3.02841 1.14571
C -4.32794 2.64942 -0.10336
H -3.92815 4.86206 2.22110
H -3.52862 5.09670 0.51463
H -3.87530 2.48138 2.01042
H -2.46407 2.93849 0.99802
H -4.52527 1.53307 -0.29160
H -3.97375 3.12852 -0.98023
*
```

# C19H25N3SSiSn

A molecular structure, C19H25N3SSiSn at a distorted geometry (ωB97M-V with the def2-TZVPD basis set, the Open Molecules 2025 dataset).

Output
Highest occupied orbital energy = -0.4695 Ha
Frontier orbital gap = 0.1952 Eh
Max |F| = 0.0832 hartree/bohr
Relative energy (zero: lowest compared OMol25 entry of this formula, charge and spin) = 0.0 kcal/mol

Geometry as ORCA input:
```
! RIJCOSX wB97M-V def2-TZVPD def2/J DEFGRID3
* xyz 2 1
C 0.70116 1.91833 4.47673
C 1.10636 2.30363 3.17273
C -0.05454 2.51723 2.40053
H 2.12266 2.41153 2.83053
C -1.17994 2.26023 3.21423
C -0.70914 1.88843 4.50023
H -1.32164 1.63313 5.34953
H 1.35486 1.68903 5.30223
H -0.07894 2.78533 1.35803
H -2.21074 2.32473 2.90763
Sn -0.01124 0.30463 3.00583
C -0.38374 -0.27467 0.96503
H -1.32354 0.17803 0.62983
H -0.45194 -1.34047 0.71783
H 0.40406 0.13363 0.32193
Si -0.56754 -1.73657 -3.11057
C 1.22796 -1.50217 -3.58457
C 1.88136 -0.29287 -3.33117
H 1.33806 0.52853 -2.87977
C 3.21666 -0.12007 -3.66187
H 3.70536 0.82393 -3.45917
C 3.92546 -1.15607 -4.25517
H 4.96736 -1.02157 -4.51527
C 3.29276 -2.36237 -4.51807
H 3.83936 -3.17107 -4.98557
C 1.95586 -2.53117 -4.18597
H 1.47286 -3.47617 -4.40447
C -1.56344 -0.20317 -3.51087
C -1.36774 0.48183 -4.71347
H -0.61414 0.13873 -5.41227
C -2.11534 1.60743 -5.02367
H -1.94904 2.12543 -5.95927
C -3.07484 2.07143 -4.13367
H -3.65784 2.95093 -4.37427
C -3.28054 1.40703 -2.93337
H -4.02334 1.76823 -2.23397
C -2.52964 0.28103 -2.62637
H -2.69574 -0.22307 -1.68187
H -0.72054 -2.00737 -1.65497
H -1.07694 -2.92867 -3.84187
N -1.14884 -1.13217 3.98773
N -0.66114 -1.18997 5.28413
C 0.73936 -1.20107 5.47413
N 1.28906 -1.18207 6.77983
S 1.70146 -1.05517 4.16863
H -0.97904 -2.05717 3.52983
H -2.17214 -0.91887 4.00003
H -1.29884 -1.11187 6.09063
H 2.30816 -1.12597 6.91973
H 0.67186 -1.21057 7.60423
*
```

# C4H6FNO

2 unconnected molecules or ions with the total composition C4H6FNO at a distorted geometry (ωB97M-V with the def2-TZVPD basis set, the Open Molecules 2025 dataset).

Output
Highest occupied orbital energy (spin up / spin down) = -0.3129 / -0.3129 Ha
Frontier orbital gap (spin up / spin down) = 0.3228 / 0.3229 Eh
Max |F| = 0.0706 hartree/bohr
Relative energy (zero: lowest compared OMol25 entry of this formula, charge and spin) = 70.1 kcal/mol

Geometry as ORCA input:
```
! RIJCOSX wB97M-V def2-TZVPD def2/J DEFGRID3
* xyz 0 1
C -0.74401 1.56268 -0.58826
C 0.73030 -0.82404 -0.44876
C 0.01838 -1.68901 0.56189
C 1.14713 0.48485 0.01183
N -1.56487 1.63422 0.29412
O 0.89797 -1.15481 -1.61002
F 1.19575 0.72598 1.33523
H -0.55015 1.79726 -1.61781
H 0.36089 -1.49304 1.57082
H -1.04643 -1.46905 0.51379
H 0.16505 -2.73649 0.30840
H 1.86146 1.07791 -0.53864
H -2.47147 2.08355 0.20740
*
```